Entry a
Computed, not measured: an isolated molecule of C10H12N2, with ωB97M-V with the def2-TZVPD basis set.

**HOMO energy**: -0.2974 Eh
**E_LUMO**: 0.84 eV
**HOMO-LUMO gap**: 0.328 Ha

ORCA input file:
```
! RIJCOSX wB97M-V def2-TZVPD def2/J DEFGRID3
* xyz 0 1
N -1.9019 1.1596 2.2198
N -0.7408 1.9137 2.2258
C -2.2249 -0.8305 0.4904
C -0.2670 0.1072 1.1326
C 0.8040 -1.9488 -0.1853
C 0.1710 -0.5073 -0.1924
C 1.2412 1.4929 0.3930
C -1.5930 0.0605 1.5464
C -1.2803 -0.5624 -0.7402
C 0.2352 1.3379 1.4631
C 2.0711 0.5694 -1.8079
C 1.1610 0.5741 -0.6209
H -1.4391 -1.2662 -1.5929
H -1.5655 0.4060 -1.0868
H 2.5232 -0.4469 -2.0973
H -3.2326 -0.5565 0.0866
H 0.9190 -2.1896 -1.2719
H 1.5934 0.6697 -2.8075
H -0.9017 2.8814 2.5684
H 1.7054 -2.0111 0.5052
H 0.0527 -2.5674 0.2137
H -2.0529 -1.8348 0.8513
H 2.8284 1.2103 -1.6224
H 1.8940 2.3387 0.3293
*
```


Entry b
Computed, not measured: a structure of composition C10H12N2, with ωB97M-V with the def2-TZVPD basis set.

**HOMO energy**: -0.2490 Eh
**E_LUMO**: -0.35 eV
**HOMO-LUMO gap**: 0.236 Ha

ORCA input file:
```
! RIJCOSX wB97M-V def2-TZVPD def2/J DEFGRID3
* xyz 0 1
N 0.5109 2.2842 3.6811
N -1.2737 -0.1010 0.6983
C -1.9116 2.6457 3.4903
C -3.1055 1.8495 3.4947
C -0.6360 2.0793 3.1095
C 1.6909 1.5183 3.2007
C 0.7187 3.1060 4.8729
C -3.1871 4.5675 4.2425
C -4.3398 3.7555 4.3295
C -4.2919 2.3990 3.9366
C -0.9383 0.5095 1.6306
C -1.9922 4.0442 3.7830
H -3.0609 0.7890 3.2432
H 1.6551 2.7649 5.3195
H 1.8504 1.6398 2.1219
H -3.2021 5.6341 4.5566
H -1.0932 4.6426 3.6785
H -5.2119 1.7881 4.0128
H 2.5544 1.9040 3.7221
H -0.5185 0.9047 2.6711
H 0.7468 4.1688 4.5438
H -0.1652 2.9456 5.5500
H -5.2692 4.2075 4.6765
H 1.6314 0.4365 3.3914
*
```


If you had to bet on the most stable structure above, which would it be? Bet on entry a.